{"formula": "C16H33NO3", "method": "ωB97M-V/def2-TZVPD", "symbols": ["C", "C", "C", "C", "C", "C", "C", "C", "C", "C", "C", "C", "O", "N", "C", "H", "H", "C", "O", "H", "H", "H", "C", "H", "C", "H", "H", "O", "H", "H", "H", "H", "H", "H", "H", "H", "H", "H", "H", "H", "H", "H", "H", "H", "H", "H", "H", "H", "H", "H", "H", "H", "H"], "coordinates": [[-2.77546, -2.30464, 1.11112], [-3.99831, -1.76170, 0.38026], [-3.66472, -0.60108, -0.55979], [-3.44356, 0.71064, 0.19166], [-3.11865, 1.88237, -0.73746], [-1.66727, 1.91498, -1.22051], [-0.69387, 2.32265, -0.11634], [0.74800, 2.36159, -0.61451], [1.71677, 2.95656, 0.40741], [1.91035, 2.11924, 1.67288], [2.59205, 0.77791, 1.39008], [1.59857, -0.34566, 1.17700], [0.43520, -0.27907, 1.53818], [2.08670, -1.49105, 0.62169], [3.40371, -1.61798, 0.04315], [4.14562, -1.20585, 0.73418], [3.60802, -2.68555, -0.06612], [3.55021, -0.90705, -1.32793], [4.48832, 0.14228, -1.29952], [5.37596, -0.22111, -1.21257], [3.81564, -1.63337, -2.10609], [2.59922, -0.44408, -1.60176], [1.14954, -2.57351, 0.39000], [1.66153, -3.53212, 0.50145], [0.49551, -2.48223, -0.99493], [-0.28931, -3.25208, -1.06482], [1.22827, -2.67079, -1.78549], [-0.02966, -1.20719, -1.24354], [-0.43938, -0.88004, -0.42747], [0.37393, -2.49136, 1.15706], [3.24402, 0.88553, 0.52585], [3.20549, 0.48498, 2.24818], [2.52703, 2.69276, 2.36832], [0.94954, 1.93529, 2.15383], [2.69094, 3.09325, -0.07053], [1.35271, 3.94519, 0.69903], [0.79447, 2.96860, -1.52285], [1.06045, 1.35135, -0.88323], [-0.97304, 3.31101, 0.25948], [-0.76177, 1.61753, 0.71087], [-1.38088, 0.94078, -1.61831], [-1.58968, 2.63638, -2.03882], [-3.32710, 2.81926, -0.21408], [-3.78475, 1.83751, -1.60307], [-4.35619, 0.94515, 0.74648], [-2.64166, 0.59142, 0.91967], [-4.49370, -0.46351, -1.25935], [-2.77963, -0.85211, -1.14644], [-4.44852, -2.57346, -0.19704], [-4.74049, -1.42761, 1.10925], [-2.09178, -2.76363, 0.40065], [-2.24894, -1.51421, 1.63979], [-3.06949, -3.06219, 1.83501]], "spin_multiplicity": 1, "smiles": "CCCCCCCCCCCC(=O)N(CCO)CCO", "charge": 0, "homo_ev": -9.2}

{"formula": "C16H34As2AuN2S", "method": "ωB97M-V/def2-TZVPD", "symbols": ["Au", "C", "As", "C", "C", "C", "C", "C", "C", "C", "As", "C", "C", "H", "H", "H", "H", "H", "H", "H", "H", "H", "H", "H", "H", "H", "H", "H", "H", "C", "S", "C", "H", "H", "H", "H", "H", "H", "C", "C", "C", "C", "N", "N", "H", "H", "H", "H", "H", "H", "H", "H", "H", "H", "H", "H"], "coordinates": [[1.67809, 0.34066, 1.32736], [-3.40126, -0.26927, -1.57987], [-1.62873, 0.50754, -1.25616], [-1.42264, 1.33884, -3.01257], [-0.48415, -1.13660, -1.50160], [-0.95201, -2.03356, -2.60116], [-0.62401, -3.31956, -2.74438], [0.30935, -4.13463, -1.95387], [0.85895, -3.92668, -0.75302], [0.57670, -2.83648, 0.22515], [2.20961, -1.90510, 0.85224], [2.58076, -2.83301, 2.51965], [3.76271, -2.40865, -0.17781], [-3.54619, -0.49045, -2.63630], [-4.15554, 0.45142, -1.26859], [-3.54083, -1.17995, -0.99729], [-1.53247, 0.60411, -3.81202], [-0.45407, 1.82140, -3.09481], [-2.20402, 2.09164, -3.12221], [-1.61082, -1.60236, -3.34848], [-1.04812, -3.83761, -3.59838], [0.59521, -5.05845, -2.44588], [1.53175, -4.69607, -0.38479], [2.70053, -3.90338, 2.36446], [1.77422, -2.65998, 3.22862], [3.50149, -2.43196, 2.93698], [3.60709, -3.40589, -0.58050], [4.61681, -2.41949, 0.49407], [3.94114, -1.71443, -0.99191], [1.70696, -1.11523, -3.47759], [1.20481, -0.45470, -1.86751], [-0.53223, -1.85859, -0.13950], [0.94891, -0.92436, -4.23158], [1.92756, -2.17779, -3.41818], [2.60758, -0.55863, -3.73320], [0.26404, -3.31738, 1.15662], [-1.47756, -2.40681, -0.12372], [-0.59546, -1.11898, 0.66015], [-0.58686, 4.73486, 1.51032], [-0.99530, 3.60179, 2.45898], [-2.50606, 3.40662, 2.42330], [-0.54291, 3.91110, 3.88516], [-0.43729, 2.29350, 2.05137], [0.97980, 2.30543, 1.85414], [-1.14659, 5.63990, 1.74906], [-0.80340, 4.47116, 0.47075], [0.47378, 4.98511, 1.60076], [-3.00709, 4.31595, 2.75448], [-2.80001, 2.58618, 3.08000], [-2.84839, 3.18208, 1.40847], [-1.06355, 4.79448, 4.25629], [0.52820, 4.12918, 3.93980], [-0.76896, 3.07191, 4.54472], [-0.85006, 1.99689, 1.17254], [1.41466, 2.53536, 2.74205], [1.26588, 3.01888, 1.18538]], "spin_multiplicity": 1, "charge": 1, "homo_ev": -11.2}

{"formula": "C16H34B2ClN5O4P", "method": "ωB97M-V/def2-TZVPD", "symbols": ["C", "C", "O", "B", "O", "C", "C", "C", "C", "C", "C", "Cl", "C", "B", "O", "N", "C", "C", "N", "P", "C", "C", "C", "C", "N", "H", "H", "H", "H", "H", "H", "H", "H", "H", "H", "H", "H", "H", "H", "H", "H", "H", "H", "H", "H", "H", "H", "H", "H", "H", "H", "H", "H", "H", "H", "C", "O", "N", "N", "H", "H", "H", "H"], "coordinates": [[-0.19948, 1.08784, -5.20712], [-0.01548, 0.35969, -3.81795], [1.27133, -0.30360, -3.85034], [1.36343, -1.34003, -2.91594], [2.25651, -2.39316, -3.05648], [0.43712, -1.32179, -1.57065], [-0.61052, -2.34191, -1.52567], [-1.44312, -2.24695, -0.30746], [-2.61123, -3.21959, -0.03882], [-2.07415, -4.47473, 0.73734], [-1.04815, -5.35727, -0.07228], [-3.41243, -5.51843, 1.40491], [-1.02982, -1.15618, 0.56852], [-1.92909, -0.93843, 1.92373], [-2.58972, 0.26006, 2.22688], [-2.11100, -2.06748, 2.88244], [-3.60498, -2.15409, 3.06959], [-1.58917, -1.70413, 4.22841], [0.00667, -0.30369, 0.39818], [0.43487, 0.97294, 1.61305], [0.27891, 2.61013, 0.70139], [0.24264, 3.80026, 1.73572], [2.23573, 0.72981, 2.09866], [3.26322, 1.59882, 1.27045], [0.76292, -0.37909, -0.69133], [-1.22559, 1.52295, -5.25762], [-0.08260, 0.36401, -6.05050], [0.59522, 1.86837, -5.28149], [-0.87751, -0.35769, -3.75168], [-0.03655, 1.11241, -2.99063], [2.28967, -2.60864, -4.00666], [-0.78552, -3.11068, -2.30095], [-3.46363, -2.71737, 0.48437], [-3.02974, -3.57659, -1.01614], [-1.52891, -4.09380, 1.63712], [-0.77926, -4.94006, -1.06941], [-0.09239, -5.39933, 0.51122], [-1.43613, -6.39486, -0.17221], [-2.90852, 0.63538, 1.38523], [-3.94668, -3.20552, 3.22947], [-4.17297, -1.74750, 2.19703], [-3.95161, -1.56729, 3.95959], [-2.05647, -0.78402, 4.66383], [-1.85423, -2.55546, 4.91160], [-0.48068, -1.60117, 4.27756], [1.04764, 2.72978, -0.10066], [-0.72416, 2.59575, 0.19286], [0.41511, 3.39662, 2.76993], [-0.75506, 4.30879, 1.72267], [0.99394, 4.59691, 1.52319], [2.38539, 0.99159, 3.17589], [2.50788, -0.34468, 1.92522], [4.21785, 1.00648, 1.22347], [2.97204, 1.77328, 0.20938], [3.55059, 2.55465, 1.77766], [3.09508, 5.19439, -0.92819], [3.04595, 5.25702, 0.28989], [4.17728, 4.70420, -1.59304], [2.07088, 5.61038, -1.72612], [4.23899, 4.64462, -2.59225], [4.95261, 4.38907, -1.03685], [1.25561, 5.98021, -1.27007], [2.09146, 5.56882, -2.72796]], "spin_multiplicity": 1, "charge": 1, "homo_ev": -11.8}

{"formula": "C16H34BFNO9S4", "method": "ωB97M-V/def2-TZVPD", "symbols": ["C", "C", "O", "B", "O", "S", "N", "C", "C", "O", "F", "H", "H", "H", "H", "H", "H", "H", "H", "H", "H", "C", "C", "C", "S", "O", "O", "C", "H", "H", "H", "H", "H", "H", "H", "H", "C", "C", "C", "S", "O", "O", "C", "H", "H", "H", "H", "H", "H", "H", "H", "C", "C", "C", "S", "O", "O", "C", "H", "H", "H", "H", "H", "H", "H", "H"], "coordinates": [[1.83565, 2.62909, -0.77158], [1.23825, 2.60314, -2.27430], [-0.22215, 2.56995, -2.33200], [-0.76451, 1.33861, -1.88420], [-0.01157, 0.16486, -1.49298], [-2.66475, 1.25874, -1.79316], [-3.10657, 0.71319, -0.19360], [-3.43880, 2.93204, -1.98828], [-2.94910, 4.03212, -0.93836], [-1.90286, 4.68719, -0.98221], [-3.84548, 4.32726, 0.15218], [2.98446, 2.71220, -0.88669], [1.51514, 3.54498, -0.17441], [1.65304, 1.63745, -0.20355], [1.55154, 3.61577, -2.74163], [1.74001, 1.80065, -2.94017], [-0.11059, 0.13394, -0.50274], [-2.26227, 0.56078, 0.38406], [-3.56982, -0.21584, -0.29129], [-4.57457, 2.78562, -1.80862], [-3.32708, 3.29654, -3.07623], [-0.04807, -3.13308, -3.52476], [-0.48004, -3.26374, -4.98667], [-1.78053, -4.06961, -5.01057], [-2.58506, -3.76739, -3.44163], [-2.62071, -5.00400, -2.69672], [-3.76676, -2.96186, -3.65872], [-1.30147, -2.73346, -2.75770], [0.74916, -2.39693, -3.40152], [0.32218, -4.09730, -3.16166], [-0.65618, -2.26712, -5.40499], [0.29089, -3.74215, -5.59449], [-2.43706, -3.75053, -5.82077], [-1.58602, -5.14061, -5.08944], [-1.22040, -2.90210, -1.68360], [-1.56807, -1.69271, -2.95578], [-0.32650, -5.34111, 1.87040], [-1.74204, -4.77063, 1.97337], [-1.68762, -3.57656, 2.92805], [-0.02908, -2.91725, 2.81098], [0.63074, -3.10357, 4.08043], [-0.07239, -1.63101, 2.14296], [0.58881, -4.13999, 1.66762], [-0.23626, -6.05692, 1.05094], [-0.06764, -5.85702, 2.80059], [-2.07307, -4.43679, 0.98408], [-2.45571, -5.52046, 2.32132], [-2.40423, -2.80375, 2.64743], [-1.85720, -3.88310, 3.96165], [1.63513, -4.35568, 1.88287], [0.48790, -3.73426, 0.65810], [3.50609, 4.12277, 4.71493], [4.03463, 5.31781, 3.91927], [3.90964, 4.97180, 2.43423], [2.54188, 3.82637, 2.30161], [3.05347, 2.54706, 1.86470], [1.43318, 4.48204, 1.64064], [2.19412, 3.73012, 4.04829], [3.36222, 4.36905, 5.76878], [4.21958, 3.29448, 4.65510], [3.42864, 6.20154, 4.14390], [5.06786, 5.55382, 4.18300], [3.70062, 5.85618, 1.83108], [4.80602, 4.47176, 2.06292], [1.86458, 2.72402, 4.30734], [1.40680, 4.45359, 4.27220]], "spin_multiplicity": 1, "charge": 1, "homo_ev": -12.5}

Calculated gap between HOMO and LUMO (eV), listed in the same order as above: 9.85, 8.62, 7.22, 8.35